1.
5 unconnected molecules or ions with the total composition C20H17Cl8FO4 in a non-equilibrium geometry, computed with ωB97M-V with the def2-TZVPD basis set.

## Properties
- Structure (SMILES): ClC(Cl)(Cl)Cl.ClC(Cl)(Cl)Cl.Oc1ccc(O)cc1.Oc1ccc(O)cc1.Fc1ccccc1
- Frontier orbital gap: 7.83 eV
- E_LUMO: 0.1 eV
- HOMO energy: -7.75 eV

ORCA input file:
```
! RIJCOSX wB97M-V def2-TZVPD def2/J DEFGRID3
* xyz 0 1
H -6.2545 -1.8770 -0.9470
H 1.3771 0.3721 3.0677
H 4.1085 -2.5488 1.5933
H 1.2780 -1.0521 -1.2510
Cl -1.9975 5.2396 -1.5752
O 5.6021 -0.8611 -2.3994
C -3.5899 -2.7452 0.5923
H -3.8863 -3.7251 0.9658
H 5.5726 0.7830 3.8796
Cl -4.2052 3.8014 -0.3868
C 3.9222 -1.6216 2.1204
C 2.6534 -1.1126 2.2788
H -1.5547 -2.8927 1.3461
H 5.5644 1.3621 -1.0134
H 0.4248 0.6698 0.0286
H -0.2372 -1.1225 1.2505
C 4.9880 -0.9351 2.6900
Cl -2.4339 5.3826 1.2761
C 4.6116 0.8374 -1.0607
H -4.7453 -0.2111 -1.2770
Cl -6.7832 1.6119 -2.3472
C 4.7676 0.2131 3.4331
H 3.2735 -1.9153 -2.4403
Cl -8.1098 -0.7143 -3.3471
C 3.3563 -1.0276 -1.8179
C 2.4099 0.0305 3.0413
O 1.2126 1.2397 0.0898
C -4.5105 -1.9955 -0.1280
C -2.5139 4.3631 -0.1554
C 2.2116 -0.5064 -1.2390
C -2.8076 -0.2753 -0.3665
H 6.2683 -0.1729 -2.4869
C -2.3003 -2.2944 0.8327
C -4.0877 -0.7437 -0.5897
C 3.4670 0.6920 3.6188
H 6.0102 -1.2797 2.5837
Cl -1.5084 2.9345 0.1056
H 3.3089 1.6288 4.1366
Cl -7.3073 1.3597 -5.1865
H -2.4389 0.6232 -0.8403
C -1.9161 -1.0494 0.3609
C 3.4931 1.3972 -0.4751
H 3.5044 2.3644 0.0006
O -0.7144 -0.4897 0.6777
C -6.8834 0.4939 -3.7082
Cl -5.2954 -0.2500 -3.8849
F 1.5712 -1.8134 1.7406
C 2.2980 0.7025 -0.5558
C 4.5458 -0.3487 -1.7597
O -5.7196 -2.5213 -0.4717
*
```

Mulliken atomic charge list, values in e, 5 entries:
1. H 0.2398
2. H 0.3874
3. H 0.4228
4. H 0.4411
5. Cl -0.0999

=====

2.
A molecular structure, C32H58N7SSbSeV in a non-equilibrium geometry, computed with ωB97M-V with the def2-TZVPD basis set.

## Properties
- Frontier orbital gap (spin up / spin down): 7.88 / 7.34 eV
- E_LUMO (spin up / spin down): -4.6 / -4.5 eV
- HOMO energy (spin up / spin down): -12.43 / -11.86 eV
- <S²>: 0.771

ORCA input file:
```
! RIJCOSX wB97M-V def2-TZVPD def2/J DEFGRID3
* xyz 2 2
C -3.6416 -0.9841 3.0617
H 0.9369 1.7643 0.7851
C 0.5959 -2.3432 2.1258
C 0.1433 -1.2549 2.8468
H -1.8419 -6.0566 0.2819
H -0.3056 -5.6622 1.0145
H 4.6428 -0.6788 -2.3869
C -2.0157 -4.6671 1.9046
C -2.9999 1.1846 -4.3740
H -1.4010 -3.9968 2.5102
C -4.6313 -0.4076 2.0497
H -3.1175 -1.8476 2.6349
C 1.5285 -3.2326 2.6488
V -0.2249 0.8989 -1.4431
H -4.1477 -0.1370 1.1086
H -0.7073 6.5153 -0.3589
C -1.0172 -4.2204 -0.4299
C -1.1502 3.5440 -1.9691
Sb 2.5512 0.0939 -0.9481
H 2.2214 3.5998 2.0411
H -2.3518 -5.4713 2.5607
H -0.7861 -4.7543 -1.3568
H -2.1310 5.4822 -0.2874
H 4.9818 3.3389 -1.6458
C 4.7244 2.3197 -1.3488
H -2.0773 -0.3848 4.4138
N 0.5668 2.6333 1.1366
C -2.6210 -2.5516 -4.5598
H -3.9707 -1.1653 -5.6115
H -3.6318 1.3875 -3.5069
H -2.9044 -4.1161 1.5795
H -3.5735 1.3828 -5.2782
C -0.0656 3.3776 0.1959
H 0.8406 4.8421 3.6575
H 2.6718 2.7840 -0.7951
H -2.5301 -3.0508 -5.5200
H -0.4714 -2.4919 -4.1214
C -3.5100 -1.2959 -4.6354
C -0.8771 -1.2362 0.8579
N -0.0705 -2.3077 0.8989
C 3.8274 -0.3147 0.7348
H 1.9428 -1.6743 5.6428
C -1.6330 0.5112 2.5154
H -5.1202 0.4853 2.4517
H 5.7750 -0.0796 -0.2427
S 0.0601 0.2791 -3.7102
H 5.1982 -1.7469 -0.1888
H 0.2683 5.1429 -2.1409
H 3.3070 -1.0484 1.3505
H 2.8545 2.2618 -2.4616
H 5.0899 2.1748 -0.3305
H -1.9294 -3.6466 -0.6082
C 3.3371 -2.4169 -2.5611
C 3.2116 2.0923 -1.4428
H 2.2819 -2.6412 -2.7357
H -3.1550 0.9210 3.9452
C -2.6293 0.0376 3.5705
H -0.9739 1.2752 2.9312
N -0.7838 -0.5927 2.0361
H 3.6364 -2.9044 -1.6291
C 0.6173 -0.9758 4.1245
C 5.2285 -0.8045 0.3613
C -0.7895 5.0113 -1.9036
C -1.3515 -0.6528 -4.0855
H -4.1921 -1.3616 3.9242
N -2.5603 -0.1986 -4.3780
C 0.3584 4.3361 2.8226
C 2.0009 -2.9633 3.9207
H 3.8674 0.6141 1.3100
H 0.2646 -0.1237 4.6942
C 0.1420 -3.2607 -0.2010
H 2.7304 -3.6283 4.3666
C 1.5547 -1.8473 4.6467
N -0.3582 4.6466 0.4769
H -2.9808 -3.2653 -3.8254
H -2.1342 0.9321 1.6501
C 0.1278 5.3220 1.6960
H -5.4123 -1.1343 1.8185
C -1.0608 5.4967 -0.4994
H 1.8702 -4.1004 2.0964
H 1.3618 2.4295 3.0428
C -1.2612 -5.2313 0.6959
N -0.4077 2.7611 -0.9493
N -1.3344 -1.9787 -4.1414
H -0.8976 3.1422 -2.9469
H -0.6195 6.0604 1.9781
Se -1.8418 -0.6752 -0.6735
H 3.9098 -2.8830 -3.3661
H -4.2947 -1.2925 -3.8815
H 5.2772 1.6453 -2.0048
H 5.8114 -0.9779 1.2687
C 3.5872 -0.9064 -2.5269
H -2.1330 1.8352 -4.3600
H -0.5964 3.9333 3.1692
H -2.2263 3.4283 -1.8227
C 1.2315 3.2155 2.3019
H -1.3753 5.5815 -2.6225
H 1.0437 -3.8216 0.0450
H 1.0515 5.8572 1.4631
H 0.3419 -2.6810 -1.0985
H 3.2524 -0.4330 -3.4508
*
```

Mulliken atomic charge list, values in e, 5 entries:
1. C 0.2655
2. H -1.1289
3. C 0.6120
4. C 0.4637
5. H 0.4328

=====

3.
C22H28N2O4S in the gas phase, computed with ωB97M-V with the def2-TZVPD basis set.

## Properties
- Structure (SMILES): CSCC[C@@H](NC(=O)COc1ccccc1)C(=O)NCCOc1ccc(C)cc1
- Frontier orbital gap: 9.07 eV
- E_LUMO: 0.7 eV
- HOMO energy: -8.37 eV

ORCA input file:
```
! RIJCOSX wB97M-V def2-TZVPD def2/J DEFGRID3
* xyz 0 1
H 7.9255 2.0067 0.5043
H 5.7613 3.1440 0.8738
H -1.7321 5.3277 -2.4590
C -2.0760 3.8285 -0.9697
S -2.7867 -3.7765 -0.1809
H -3.5410 2.6544 1.8434
H 5.8799 -1.6507 -0.2790
N 0.9878 -1.4811 0.1991
O -0.5544 0.4205 1.2875
C -2.9481 1.6101 -1.3231
C -1.6340 -4.9073 -1.0091
C -1.3445 5.0304 -1.4861
C 7.0007 1.4576 0.4146
C 5.8372 -0.6032 -0.0248
H -4.9096 -0.7821 1.6875
H -3.2781 -0.5227 3.5026
C -3.0122 -0.1389 2.5141
C 4.6220 0.0360 0.1846
C 4.6047 1.3927 0.5085
C 5.7865 2.0944 0.6215
C -4.2968 0.1244 1.7088
H 3.6506 1.8702 0.6679
H -2.4262 0.7769 2.6199
C -2.2989 2.7304 -1.7940
H -1.8566 -4.9174 -2.0725
N -2.1650 -1.0795 1.8236
H -2.5464 -1.9948 1.6236
H -0.2853 4.8018 -1.6044
C 1.8740 -2.4070 -0.1766
H 3.7405 -2.1554 -1.1904
O -4.0320 0.3915 0.3524
H -2.8165 -2.4359 -2.1598
H -1.0208 -0.7456 -1.5093
H -1.9548 2.7544 -2.8181
H -3.1282 0.7611 -1.9649
O 3.3956 -0.5624 0.0985
H -4.8772 0.9294 2.1754
H 1.2776 -0.5350 0.4158
C -3.3939 1.5542 -0.0038
H -0.4437 -2.4031 -1.7354
H -1.8127 -5.8896 -0.5842
C -1.0610 -1.7600 -1.1045
C -0.4233 -1.7600 0.2987
C 3.3269 -1.9351 -0.1964
H -1.4387 5.8680 -0.7997
H -0.6058 -4.6054 -0.8269
C -1.0518 -0.6823 1.1789
H 7.9577 -0.3919 -0.0709
C 7.0175 0.1139 0.0928
O 1.5762 -3.5493 -0.4755
H -3.1796 -1.5099 -0.6933
H -2.3847 4.6106 0.9945
H -0.5485 -2.7498 0.7526
H 3.8779 -2.5333 0.5431
C -3.1930 2.6498 0.8221
C -2.5038 -2.2433 -1.1324
C -2.5383 3.7688 0.3346
*
```

Mulliken atomic charge list, values in e, 5 entries:
1. H 0.3724
2. H 0.3699
3. H 0.3716
4. C 0.8051
5. S -0.1587

=====

4.
8 unconnected molecules or ions with the total composition C65H92NO2S, computed with ωB97M-V with the def2-TZVPD basis set.

## Properties
- Frontier orbital gap: 7.24 eV
- E_LUMO: -3.2 eV
- HOMO energy: -10.41 eV

ORCA input file:
```
! RIJCOSX wB97M-V def2-TZVPD def2/J DEFGRID3
* xyz 1 1
H -6.8932 -5.8792 1.0119
H 4.1431 7.1398 -2.8949
C -0.1134 2.6690 -8.1782
H 2.0527 -0.8112 13.2128
N 3.5923 4.5591 -0.7706
C -0.8649 3.5298 -3.4473
H 2.0878 4.9469 1.1425
H -6.2191 -10.0136 0.1373
S -0.2040 4.1098 2.2231
H -3.0157 -0.1494 -0.5213
H 4.0807 -2.0169 11.3187
H -1.7854 1.1651 -5.2182
H -4.9638 -4.7751 -1.9137
H -3.5250 5.7448 -6.3868
H 1.5640 0.2378 0.2400
C 2.4481 -0.2670 -1.6502
C -2.6855 4.4552 -7.8925
C -7.4009 -7.5651 -1.8798
H 2.5805 -0.3419 7.6041
H 3.6035 -6.6373 -6.9040
H 5.1294 5.4043 -1.8714
H -3.8164 -0.1640 -2.5795
H -2.9883 1.3394 -2.8627
H 3.9974 -2.8921 13.6233
H -5.0090 -2.3736 -2.5068
C 3.9910 -3.0820 11.4879
C 0.1040 2.6278 -4.2301
H 3.2894 -1.0589 -3.4589
H 0.6684 4.5660 -8.8104
H 0.8446 0.9756 8.7642
C 3.4023 6.5598 -2.3336
H -5.2619 -1.6903 -4.8704
H 3.8029 -5.3259 14.0160
C 2.1605 0.5350 7.1283
C 1.7703 -1.8847 -0.0046
H -2.7849 3.3734 -7.7536
C 3.9258 -3.9563 10.4114
C -1.5037 1.3359 -0.5901
C -5.3620 -3.7034 -5.6016
H -5.1686 -6.4845 -3.6777
C -0.0123 1.1335 -3.9639
C -5.0985 -3.1252 -3.2821
C -7.3674 -6.5043 -0.9848
H -2.8475 -0.8465 -4.4330
H 3.5897 0.4933 14.6438
H 1.7174 4.2660 -1.7508
C 2.6027 0.9181 5.8701
C 3.8362 -4.9412 13.0048
H 0.8924 2.3139 -7.9449
H 1.7402 -5.6698 -3.1760
H -3.4940 2.5675 1.8175
C -2.4409 4.1939 -5.3407
H -7.0180 -9.6552 -2.1727
H -0.7659 -0.2320 -5.4310
C 4.1316 2.0661 11.6952
H 2.4278 2.3560 4.2903
C 2.1911 -2.9078 -0.8431
C 3.2677 1.3332 10.8919
H -3.5148 2.1249 -0.3918
C 2.5343 -6.1571 -3.7289
C 2.7368 -2.6110 -2.0849
H 3.1830 1.5639 9.8373
H 1.1270 2.9337 -4.0069
H -0.3889 2.2529 -9.1504
H 2.5395 0.7653 -1.9675
H -0.1118 2.9833 7.6904
H -0.7857 2.2478 -7.4252
H 3.7641 -6.0046 9.7918
C 4.5326 -7.4926 -3.7629
H 3.0606 -3.4114 -2.7383
H 3.9700 4.5363 -2.8717
C 1.0937 2.7884 5.9231
C -5.2426 -2.7414 -4.6088
H -1.8948 1.8455 1.8906
H -1.9434 5.3839 -3.6176
C -5.3360 -5.0506 -5.2664
H 3.4905 -6.9367 -1.9725
C -2.6153 5.1583 -6.5244
O 2.2188 6.4292 -3.1186
C -0.1651 4.1958 -8.2086
C -2.5015 2.4138 -0.1075
C 4.2464 1.7638 13.0446
C 4.5643 -7.4075 -5.1479
C -2.2079 0.1187 -1.2125
C 2.5199 0.3003 11.4390
C -5.0720 -4.4719 -2.9474
H -1.7665 5.8497 -6.5250
H -0.0344 0.9231 -2.8962
C 2.8667 -1.2895 -2.4894
H -0.7871 1.7902 -1.2715
H -3.5876 4.7736 -8.4195
H 2.0496 7.0681 -0.7286
H 4.9201 2.3336 13.6713
C -6.9178 -6.7058 0.3129
H 3.7723 7.2982 -0.3348
H -2.1713 4.8434 1.2789
H 4.7150 2.8722 11.2693
H -2.1071 3.2264 -5.7348
H -2.3533 4.2124 2.9257
C -1.1811 0.4331 -4.6694
H 2.2056 2.9510 -0.6913
C 4.0629 5.2083 -2.0049
C 2.5651 -6.0724 -5.1143
C 1.1847 1.2766 7.7818
C 2.6346 -0.0025 12.7891
C 3.0166 7.3813 -1.1155
C 2.0692 2.0491 5.2670
C -1.4741 4.7490 -8.7729
H -7.6920 -5.5210 -1.3008
H -3.4101 4.0141 -4.8649
H -5.4307 -5.8019 -6.0398
H 3.9628 -3.5726 9.3993
H 3.6897 -6.8804 12.1000
H -1.6867 2.9445 -3.0218
C 1.4129 4.6320 0.3466
C -1.9551 3.9898 1.9258
H -0.0536 2.7947 -5.3031
C 3.5168 -6.8676 -3.0528
H -7.7489 -7.4064 -2.8927
C -6.9883 -8.8273 -1.4760
H 3.3659 0.3415 5.3644
C 0.6474 2.4051 7.1803
H -0.0938 3.0159 3.0107
H 1.7970 -5.5202 -5.6406
H -1.6305 4.3274 -9.7714
H 5.2985 -8.0480 -3.2371
C -6.5020 -7.9678 0.7161
C -2.8204 0.2841 -2.6221
H -0.9112 0.9772 0.2596
C 2.2112 4.0404 -0.8053
H 0.9176 0.6761 -4.3155
C -2.4812 2.6393 1.4175
H 2.9217 8.4309 -1.3922
C 3.5803 -6.6990 -5.8237
H -6.1519 -8.1253 1.7282
C 3.8152 -5.3226 10.6309
H 1.3440 -2.1185 0.9629
C -6.5387 -9.0287 -0.1779
H -5.4749 -3.4042 -6.6357
H -0.3412 3.9796 -2.5931
H 4.1893 3.7573 -0.6151
C -1.4481 4.6672 -4.2819
C 1.8977 -0.5632 -0.4105
C -5.1893 -5.4348 -3.9407
C 3.9454 -3.5751 12.7845
C 3.4978 0.7295 13.5915
H 5.3563 -7.8951 -5.7015
H 2.4526 6.0528 -3.9731
H 0.6849 3.6830 5.4633
H -1.5206 -1.2725 -3.3822
H 1.8493 -0.2785 10.8146
H -1.3881 5.8329 -8.9010
C -2.0791 -0.4203 -3.7824
H 2.0941 -3.9390 -0.5286
H -2.2915 3.3576 -0.6202
O 0.5102 3.5769 0.9203
H -0.6254 5.2097 -4.7625
H -0.0319 4.5736 -7.1863
C 3.7718 -5.8149 11.9280
H 0.7737 5.4584 0.0392
H -1.5277 -0.7381 -1.2179
*
```

Mulliken atomic charge list, values in e, 5 entries:
1. H 0.3676
2. H 0.4412
3. C -1.1028
4. H 0.4621
5. N -0.3775